C2H3N5S | ωB97M-V/def2-TZVPD

* LUMO: -0.5957 eV
* highest occupied orbital energy: -9.118 eV
* F_max: 2.3 eV/A
* structure (SMILES): Nc1nnn[nH]c1=S

```
! RIJCOSX wB97M-V def2-TZVPD def2/J DEFGRID3
* xyz 0 1
C 0.001 -0.389 -0.571
C -0.182 -0.063 0.863
H -0.470 -2.370 -0.281
H -0.024 -1.830 -1.920
H -0.010 1.644 2.053
N -0.214 -1.630 -0.955
N 0.312 0.575 -1.445
N 0.593 1.841 -1.032
N 0.576 2.165 0.191
N 0.129 1.229 1.127
S -0.711 -1.170 1.971
*
```

***

C40H26BaCl5O5S4 | ωB97M-V/def2-TZVPD

* LUMO: 1.9620 eV
* highest occupied orbital energy: -5.242 eV
* F_max: 4.2 eV/A

```
! RIJCOSX wB97M-V def2-TZVPD def2/J DEFGRID3
* xyz -1 1
Ba 0.248 -0.514 -0.397
C 0.462 -8.920 2.493
C 0.215 -7.443 2.295
C -0.415 -6.678 3.278
C -0.618 -5.313 3.105
C -0.204 -4.715 1.925
C 0.448 -5.447 0.937
C 0.644 -6.807 1.134
S -0.512 -2.942 1.759
O -0.683 -2.429 3.165
C -2.211 -3.150 1.095
C -2.337 -3.779 -0.176
C -3.535 -3.803 -0.814
C -4.681 -3.201 -0.234
C -5.942 -3.221 -0.890
C -7.040 -2.651 -0.318
C -6.926 -2.019 0.945
C -5.726 -1.980 1.596
C -4.561 -2.577 1.028
C -3.284 -2.554 1.692
C -3.263 -1.881 3.048
C -3.751 -2.630 4.170
C -4.091 -4.008 4.047
C -4.543 -4.716 5.122
C -4.685 -4.089 6.387
C -4.365 -2.771 6.535
C -3.890 -2.011 5.432
C -3.558 -0.638 5.573
C -3.076 0.056 4.516
C -2.907 -0.582 3.257
S -2.300 0.471 1.952
O -1.654 -0.376 0.848
C -0.920 1.236 2.728
C -0.039 0.577 3.580
C 1.090 1.261 4.002
C 1.355 2.569 3.582
C 2.620 3.272 4.004
C 0.449 3.201 2.734
C -0.692 2.542 2.303
H -0.156 -9.320 3.297
H 1.507 -9.111 2.752
H 0.245 -9.484 1.585
H -0.750 -7.155 4.196
H -1.084 -4.706 3.876
H 0.812 -4.960 0.041
H 1.151 -7.383 0.364
H -1.462 -4.229 -0.633
H -3.626 -4.283 -1.784
H -6.011 -3.699 -1.863
H -7.997 -2.673 -0.829
H -7.798 -1.563 1.400
H -5.658 -1.489 2.558
H -3.972 -4.497 3.086
H -4.792 -5.766 5.008
H -5.042 -4.661 7.237
H -4.464 -2.283 7.501
H -3.684 -0.155 6.537
H -2.807 1.102 4.630
H -0.209 -0.461 3.862
H 1.792 0.758 4.659
H 2.999 2.873 4.945
H 2.459 4.345 4.121
H 3.399 3.136 3.250
H 0.641 4.215 2.394
H -1.393 3.032 1.634
Cl 2.499 2.084 -2.105
C 1.009 3.010 -1.849
C -0.101 2.323 -1.397
C -1.218 3.122 -1.251
Cl -2.768 2.352 -0.809
C -1.248 4.507 -1.437
Cl -2.679 5.460 -1.116
C -0.089 5.139 -1.886
Cl -0.065 6.854 -2.153
C 1.052 4.374 -2.123
Cl 2.491 5.145 -2.742
O 2.047 -1.340 -1.651
S 1.962 -2.539 -0.790
O 0.508 -2.928 -0.837
O 2.821 -3.630 -1.172
S 2.348 -1.855 1.081
*
```

***

C11H7BrClIrNO6S | ωB97M-V/def2-TZVPD

* LUMO: 2.5035 eV
* highest occupied orbital energy: -5.402 eV
* F_max: 0.6 eV/A

```
! RIJCOSX wB97M-V def2-TZVPD def2/J DEFGRID3
* xyz -1 1
Ir 1.501 -0.191 -0.169
Br -5.762 -0.159 1.842
C -4.153 0.477 1.044
C -4.233 1.237 -0.114
C -3.060 1.697 -0.687
C -1.820 1.395 -0.127
C -1.775 0.643 1.037
C -2.940 0.179 1.633
C -0.584 1.957 -0.799
O -0.735 2.775 -1.693
O 0.586 1.617 -0.347
H -5.195 1.466 -0.551
H -3.078 2.298 -1.586
H -0.832 0.433 1.515
H -2.891 -0.394 2.549
O 0.590 -0.940 -1.943
C -0.107 -1.692 -1.216
O -0.030 -1.562 0.043
H -0.779 -2.442 -1.643
S 2.387 0.289 1.917
C 1.105 0.149 3.000
N 0.252 0.060 3.778
Cl 5.600 -1.215 -2.785
C 5.070 -1.617 -1.135
C 3.734 -1.010 -0.807
O 2.824 -1.750 -0.322
O 3.507 0.220 -0.946
H 5.812 -1.224 -0.444
H 5.007 -2.696 -1.044
*
```